This record from the OMol25 dataset describes a molecular structure, C5H6O. The level of theory is ωB97M-V/def2-TZVPD.

The frontier orbital gap is 9.4 eV. As for the energy: -7324.782 eV.

Geometry as ORCA input:
```
! wB97M-V def2-TZVPD RIJCOSX def2/J DEFGRID3
* xyz 0 1
C -1.381 0.122 0.455
C -0.259 -0.566 -0.298
C 0.847 0.156 -0.990
O 0.892 1.495 -0.457
C 1.151 1.082 0.796
C 1.107 -0.394 0.368
H -1.744 -0.570 1.220
H -2.208 0.473 -0.165
H -0.465 -1.544 -0.742
H 1.306 -0.040 -1.954
H -0.969 0.974 1.003
H 1.724 -1.189 0.763
*
```

=====

This record from the OMol25 dataset describes a single C5H6O molecule. The level of theory is ωB97M-V/def2-TZVPD.

The frontier orbital gap is 10.7 eV. Its SMILES is C#C[C@]1(C)CO1. As for the energy: -7325.457 eV.

Geometry as ORCA input:
```
! wB97M-V def2-TZVPD RIJCOSX def2/J DEFGRID3
* xyz 0 1
C 0.974 -0.393 -0.475
C -0.318 -0.029 0.344
C -1.235 -1.134 0.678
O -0.485 -0.456 1.685
C -0.399 1.349 -0.030
C 0.025 2.396 -0.443
H 1.701 0.413 -0.677
H 0.656 -0.744 -1.465
H 1.466 -1.158 0.109
H -0.846 -2.133 0.455
H -2.323 -1.082 0.739
H 0.783 2.972 -0.921
*
```

=====

This record from the OMol25 dataset describes a single C5H6O molecule. The level of theory is ωB97M-V/def2-TZVPD.

The frontier orbital gap is 10.7 eV. Its SMILES is CCC#CC=O. As for the energy: -7327.457 eV.

Geometry as ORCA input:
```
! wB97M-V def2-TZVPD RIJCOSX def2/J DEFGRID3
* xyz 0 1
C 1.045 1.435 0.568
C -0.263 0.804 1.075
C -0.583 -0.363 0.244
C -0.718 -1.251 -0.560
C -0.772 -2.231 -1.634
O 0.159 -2.415 -2.387
H 1.908 0.820 0.839
H 1.019 1.507 -0.523
H 1.188 2.438 0.977
H -1.085 1.530 1.012
H -0.182 0.518 2.132
H -1.717 -2.792 -1.745
*
```

=====

This record from the OMol25 dataset describes a single C5H6O molecule. The level of theory is ωB97M-V/def2-TZVPD.

The frontier orbital gap is 8.5 eV. As for the energy: -7324.613 eV.

Geometry as ORCA input:
```
! wB97M-V def2-TZVPD RIJCOSX def2/J DEFGRID3
* xyz 0 1
C 1.714 -0.673 0.142
C 0.230 -0.531 0.363
C -0.279 1.441 0.013
C -1.712 0.978 0.023
C -0.649 0.235 -0.678
O -0.389 -1.145 1.193
H 2.156 -1.074 1.056
H 2.233 0.245 -0.152
H 1.833 -1.415 -0.653
H -2.316 1.653 -0.582
H -2.202 0.574 0.908
H -0.618 -0.286 -1.633
*
```

=====

This record from the OMol25 dataset describes 2 unconnected molecules or ions with the total composition C5H6O. The level of theory is ωB97M-V/def2-TZVPD.

The frontier orbital gap (alpha / beta) is 8.7 / 8.7 eV. As for the energy: -7324.256 eV.

Geometry as ORCA input:
```
! wB97M-V def2-TZVPD RIJCOSX def2/J DEFGRID3
* xyz 0 1
C 0.941 -0.999 -1.095
C 0.029 -0.468 0.041
C -0.914 0.683 -0.370
O -1.348 0.568 -1.481
C -1.152 1.624 0.739
C -0.512 1.434 1.793
H 1.669 -1.678 -0.642
H 1.476 -0.209 -1.635
H 0.410 -1.599 -1.858
H 0.303 0.195 1.347
H -0.597 -1.307 0.372
H -0.305 1.754 2.789
*
```

=====

This record from the OMol25 dataset describes a single C5H6O molecule. The level of theory is ωB97M-V/def2-TZVPD.

The frontier orbital gap is 10.6 eV. Its SMILES is CC#CC(C)=O. As for the energy: -7327.850 eV.

Geometry as ORCA input:
```
! wB97M-V def2-TZVPD RIJCOSX def2/J DEFGRID3
* xyz 0 1
C -2.558 0.302 -0.693
C -1.215 -0.108 -0.293
C -0.093 -0.447 -0.001
C 1.289 -0.839 0.255
O 1.654 -1.990 0.139
C 2.231 0.271 0.667
H -2.758 1.341 -0.411
H -2.656 0.219 -1.781
H -3.319 -0.339 -0.235
H 1.822 1.262 0.457
H 2.417 0.189 1.743
H 3.187 0.138 0.152
*
```

=====

This record from the OMol25 dataset describes a molecular structure, C5H6O. The level of theory is ωB97M-V/def2-TZVPD.

The frontier orbital gap is 10.2 eV. As for the energy: -7325.177 eV.

Geometry as ORCA input:
```
! wB97M-V def2-TZVPD RIJCOSX def2/J DEFGRID3
* xyz 0 1
C 1.433 -2.228 -0.177
C 1.061 -1.091 -0.328
C 0.549 0.730 -1.022
C -1.202 0.187 0.641
C -0.218 1.247 0.196
O 0.981 1.024 -2.092
H 1.804 -3.225 -0.334
H -1.715 0.392 1.606
H -0.465 -0.643 0.699
H -1.921 -0.076 -0.174
H -0.854 2.215 0.006
H 0.549 1.466 0.979
*
```

=====

This record from the OMol25 dataset describes a molecular structure, C5H6O. The level of theory is ωB97M-V/def2-TZVPD.

The frontier orbital gap is 9.4 eV. As for the energy: -7325.053 eV.

Geometry as ORCA input:
```
! wB97M-V def2-TZVPD RIJCOSX def2/J DEFGRID3
* xyz 0 1
O -1.114 2.145 0.395
C -0.601 1.088 0.143
C -1.060 -0.152 -0.603
C 0.027 -0.925 0.185
C 1.356 -1.212 -0.244
C 0.703 0.485 0.664
H -2.105 -0.434 -0.440
H -0.853 -0.116 -1.678
H -0.338 -1.454 1.068
H 1.481 -0.818 -1.277
H 1.555 0.822 0.064
H 0.949 0.570 1.724
*
```

=====

This record from the OMol25 dataset describes a single C5H6O molecule. The level of theory is ωB97M-V/def2-TZVPD.

The frontier orbital gap is 10.9 eV. Its SMILES is C#C[C@@H]1O[C@@H]1C. As for the energy: -7326.420 eV.

Geometry as ORCA input:
```
! wB97M-V def2-TZVPD RIJCOSX def2/J DEFGRID3
* xyz 0 1
C -0.151 -1.436 -0.439
C 0.924 -0.637 0.157
O 1.518 0.392 -0.612
C 0.755 0.834 0.498
C -0.491 1.470 0.249
C -1.593 1.829 0.043
H -0.959 -0.718 -0.833
H -0.647 -2.101 0.254
H 0.194 -2.007 -1.273
H 1.618 -1.155 0.814
H 1.340 1.229 1.327
H -2.508 2.299 -0.185
*
```

=====

This record from the OMol25 dataset describes a single C5H6O molecule. The level of theory is ωB97M-V/def2-TZVPD.

The frontier orbital gap is 10.6 eV. Its SMILES is C#C[C@@H](C)C=O. As for the energy: -7327.137 eV.

Geometry as ORCA input:
```
! wB97M-V def2-TZVPD RIJCOSX def2/J DEFGRID3
* xyz 0 1
C -1.380 -0.412 0.115
C -0.018 0.117 0.595
C 1.169 -0.845 0.740
O 1.419 -1.747 -0.014
C 0.456 1.009 -0.476
C 0.781 1.467 -1.543
H -2.071 0.438 0.149
H -1.308 -0.740 -0.923
H -1.798 -1.217 0.726
H -0.146 0.615 1.564
H 1.868 -0.569 1.559
H 1.029 1.885 -2.492
*
```

=====

This record from the OMol25 dataset describes a single C5H6O molecule. The level of theory is ωB97M-V/def2-TZVPD.

The frontier orbital gap is 10.7 eV. Its SMILES is C#CCC(C)=O. As for the energy: -7326.929 eV.

Geometry as ORCA input:
```
! wB97M-V def2-TZVPD RIJCOSX def2/J DEFGRID3
* xyz 0 1
C 0.763 0.567 1.346
C 0.313 1.009 -0.002
O 0.393 2.214 -0.164
C -0.282 0.183 -1.120
C -0.744 -1.157 -0.776
C -1.139 -2.259 -0.496
H 0.579 1.636 1.648
H 1.850 0.524 1.428
H 0.340 -0.367 1.760
H 0.495 0.145 -1.892
H -1.097 0.790 -1.527
H -1.490 -3.234 -0.245
*
```

=====

This record from the OMol25 dataset describes a single C5H6O molecule. The level of theory is ωB97M-V/def2-TZVPD.

The frontier orbital gap is 9.6 eV. Its SMILES is Cc1ccco1. As for the energy: -7329.103 eV.

Geometry as ORCA input:
```
! wB97M-V def2-TZVPD RIJCOSX def2/J DEFGRID3
* xyz 0 1
C -1.907 -0.039 0.115
C -0.417 -0.016 0.083
C 0.509 0.971 0.192
C 1.783 0.369 -0.080
C 1.528 -0.941 -0.314
O 0.197 -1.192 -0.217
H -2.291 0.737 0.784
H -2.273 -1.012 0.454
H -2.310 0.146 -0.887
H 0.305 2.008 0.423
H 2.747 0.858 -0.114
H 2.149 -1.792 -0.551
*
```

=====

This record from the OMol25 dataset describes a single C5H6O molecule. The level of theory is ωB97M-V/def2-TZVPD.

The frontier orbital gap is 10.2 eV. Its SMILES is O=C1C=CCC1. As for the energy: -7328.754 eV.

Geometry as ORCA input:
```
! wB97M-V def2-TZVPD RIJCOSX def2/J DEFGRID3
* xyz 0 1
O 2.467 -0.627 -0.144
C 1.333 -0.246 0.024
C 0.056 -1.130 0.108
C -1.139 -0.168 0.105
C -0.501 1.190 -0.004
C 0.834 1.152 -0.061
H -0.066 -1.983 0.785
H 0.123 -1.546 -0.902
H -1.646 -0.596 -0.762
H -1.901 -0.175 0.895
H -1.058 2.119 0.076
H 1.496 2.010 -0.120
*
```

=====

This record from the OMol25 dataset describes 2 unconnected molecules or ions with the total composition C5H6O. The level of theory is ωB97M-V/def2-TZVPD.

The frontier orbital gap is 9.6 eV. Its SMILES is CC=C=O.C#C. As for the energy: -7325.772 eV.

Geometry as ORCA input:
```
! wB97M-V def2-TZVPD RIJCOSX def2/J DEFGRID3
* xyz 0 1
C 1.177 -0.044 1.130
C 0.751 -0.848 -0.075
C 0.252 -0.649 -1.264
O -0.089 -0.716 -2.384
C -2.033 0.711 -0.884
C -1.777 1.035 0.245
H 2.233 -0.288 1.249
H 0.689 -0.299 2.081
H 1.109 1.041 0.996
H 1.425 -1.634 -0.459
H -2.170 0.363 -1.885
H -1.567 1.328 1.250
*
```

=====

This record from the OMol25 dataset describes a molecular structure, C5H6O. The level of theory is ωB97M-V/def2-TZVPD.

The frontier orbital gap is 8.5 eV. As for the energy: -7326.322 eV.

Geometry as ORCA input:
```
! wB97M-V def2-TZVPD RIJCOSX def2/J DEFGRID3
* xyz 0 1
O -0.682 -1.087 -2.162
C -0.330 -0.657 -1.074
C 0.437 0.679 -0.890
C 0.456 0.902 0.587
C 0.026 -0.329 1.198
C -0.478 -1.230 0.252
H 0.042 1.508 -1.482
H 1.457 0.480 -1.258
H 0.964 1.726 1.093
H -0.870 0.528 0.954
H 0.074 -0.444 2.279
H -1.096 -2.077 0.504
*
```

=====

This record from the OMol25 dataset describes a single C5H6O molecule. The level of theory is ωB97M-V/def2-TZVPD.

The frontier orbital gap is 11.0 eV. Its SMILES is C#C[C@@H]1O[C@@H]1C. As for the energy: -7326.636 eV.

Geometry as ORCA input:
```
! wB97M-V def2-TZVPD RIJCOSX def2/J DEFGRID3
* xyz 0 1
C -1.309 0.860 0.006
C -0.939 -0.551 0.369
O -0.489 -1.399 -0.675
C 0.448 -1.050 0.338
C 1.562 -0.201 -0.040
C 2.506 0.493 -0.319
H -0.556 1.302 -0.652
H -1.389 1.474 0.909
H -2.276 0.882 -0.506
H -1.610 -1.047 1.075
H 0.712 -1.873 1.003
H 3.339 1.108 -0.581
*
```

=====

This record from the OMol25 dataset describes a molecular structure, C5H6O. The level of theory is ωB97M-V/def2-TZVPD.

The frontier orbital gap is 9.1 eV. As for the energy: -7325.133 eV.

Geometry as ORCA input:
```
! wB97M-V def2-TZVPD RIJCOSX def2/J DEFGRID3
* xyz 0 1
C 0.139 -1.148 -0.357
C -0.576 -0.051 -1.045
C -0.330 1.198 -0.451
C 0.233 1.134 0.812
O -0.197 0.081 1.626
C 0.629 -0.770 0.894
H -1.144 -1.028 -0.288
H 0.500 -2.003 -0.919
H -0.986 -0.199 -2.037
H -0.424 2.122 -1.010
H 0.744 1.942 1.328
H 1.411 -1.279 1.446
*
```

=====

This record from the OMol25 dataset describes a single C5H6O molecule. The level of theory is ωB97M-V/def2-TZVPD.

The frontier orbital gap is 10.5 eV. Its SMILES is C#CCC(C)=O. As for the energy: -7327.562 eV.

Geometry as ORCA input:
```
! wB97M-V def2-TZVPD RIJCOSX def2/J DEFGRID3
* xyz 0 1
C -1.240 0.895 0.160
C -0.811 -0.552 0.021
O -1.315 -1.447 0.655
C 0.384 -0.810 -0.907
C 1.485 -0.335 -0.065
C 2.135 0.119 0.841
H -2.258 0.987 -0.228
H -0.582 1.579 -0.382
H -1.258 1.176 1.216
H 0.311 -0.242 -1.842
H 0.454 -1.877 -1.132
H 2.695 0.506 1.663
*
```

=====

This record from the OMol25 dataset describes a molecular structure, C5H6O. The level of theory is ωB97M-V/def2-TZVPD.

The frontier orbital gap is 8.2 eV. As for the energy: -7322.280 eV.

Geometry as ORCA input:
```
! wB97M-V def2-TZVPD RIJCOSX def2/J DEFGRID3
* xyz 0 1
C -0.482 1.072 -0.790
C 0.795 0.445 -0.197
C 0.011 0.076 1.043
O 0.316 -1.456 1.026
C 0.199 -0.925 -0.435
C -1.106 -0.168 -0.024
H -0.581 1.043 -1.879
H -0.773 2.056 -0.410
H 1.845 0.765 -0.278
H 0.016 0.493 2.051
H 0.425 -1.687 -1.181
H -0.663 -1.712 1.075
*
```

=====

This record from the OMol25 dataset describes a single C5H6O molecule. The level of theory is ωB97M-V/def2-TZVPD.

The frontier orbital gap (alpha / beta) is 7.8 / 9.3 eV. As for the energy: -7323.804 eV.

Geometry as ORCA input:
```
! wB97M-V def2-TZVPD RIJCOSX def2/J DEFGRID3
* xyz 0 1
C 0.652 -1.230 -0.806
C 0.889 0.224 -1.102
C 0.566 1.009 0.078
C -0.422 0.553 0.790
C -1.118 0.932 2.020
O -2.013 0.298 2.532
H 0.902 -1.593 0.186
H -0.740 -0.481 0.252
H 0.902 -1.951 -1.592
H 0.285 0.599 -1.936
H 1.934 0.246 -1.473
H -0.751 1.880 2.457
*
```